270
Properties=species:S:1:pos:R:3:forces:R:3 method="wB97M-V/def2-TZVPD" e_lumo_ev=0.33 homo_ev=-7.738 homo_lumo_gap_ha=0.2965
C 16.73632 -5.27876 7.79324 0.5 -0.1 0.0
C 15.66999 -4.31415 8.27937 -1.2 -0.5 -0.3
C 14.66935 -3.78403 7.25071 0.9 0.7 -0.3
O 14.90003 -5.00126 9.24840 0.2 -0.6 0.8
H 16.36285 -6.22565 7.40332 -0.4 0.1 0.0
H 17.39891 -5.52903 8.62175 -0.1 0.0 0.2
H 17.40785 -4.86954 7.03847 -0.2 0.3 -0.2
H 16.16465 -3.46812 8.75650 0.1 0.2 0.0
H 13.87986 -3.18047 7.69849 0.1 0.1 0.4
H 14.11765 -4.51014 6.65364 0.6 -0.3 -0.1
H 15.27422 -3.10140 6.65384 -0.3 0.0 -0.7
H 14.36040 -4.34847 9.70036 -0.1 -0.1 0.1
C 14.20359 -0.65607 4.84104 0.8 0.3 -1.1
C 13.00902 0.30721 4.74527 0.6 -0.3 -1.0
C 12.60108 0.71824 3.31941 0.8 -0.1 0.8
O 11.90600 -0.38214 5.24420 -1.1 -0.7 0.9
H 14.13759 -1.42887 4.07519 -0.7 -0.3 0.1
H 14.34931 -1.15466 5.79931 -0.3 0.2 0.2
H 15.16483 -0.25007 4.52595 0.1 0.7 0.3
H 13.08378 1.18588 5.38593 0.8 0.4 -0.2
H 11.74247 1.37517 3.45847 0.0 0.0 -0.5
H 12.36083 -0.17045 2.73579 -0.2 0.0 0.1
H 13.42106 1.21784 2.80354 -0.1 0.2 0.0
H 12.14696 -0.46594 6.16969 -0.7 -0.5 0.3
C 14.57785 -4.05362 2.42819 1.7 0.6 -0.1
C 15.96456 -3.86171 3.11352 -1.2 -1.5 -0.6
C 16.23221 -5.12606 3.97036 1.5 1.3 -0.5
O 16.95846 -3.65884 2.08610 -1.1 -0.1 0.2
H 13.84613 -3.75906 3.18046 -0.4 -0.2 -0.4
H 14.47116 -5.05775 2.01778 -0.2 -0.2 0.5
H 14.57899 -3.42852 1.53524 -0.5 0.5 0.2
H 15.89992 -2.97564 3.74502 0.2 0.1 0.1
H 15.41823 -5.35233 4.65908 0.1 -0.1 -0.1
H 17.16688 -4.89226 4.48010 -0.1 -0.2 0.7
H 16.53692 -5.95821 3.33571 -0.6 -0.2 -0.2
H 17.79057 -3.42705 2.50500 0.8 -0.2 0.4
C 17.65861 -10.41916 6.12311 -0.7 0.5 0.0
C 17.59062 -10.14214 4.62416 1.6 -1.3 0.9
C 18.34919 -8.91480 4.27127 0.2 0.7 -0.4
O 18.25084 -11.26622 3.94451 -1.2 0.4 -0.2
H 17.05783 -9.63891 6.59041 0.0 0.0 0.4
H 18.67110 -10.31525 6.51318 0.2 0.1 -0.2
H 17.28800 -11.38984 6.45255 -0.2 0.0 -0.3
H 16.58674 -9.98826 4.22838 -0.2 -0.8 0.1
H 19.41503 -8.99897 4.48338 0.1 -0.1 0.1
H 17.97111 -8.05224 4.82004 -0.1 0.2 -0.2
H 18.22413 -8.80201 3.19436 0.1 0.5 -0.1
H 19.11369 -11.40092 4.34318 0.1 0.1 0.0
C 22.05148 -2.47747 -2.36552 -0.9 0.0 -0.7
C 23.02460 -2.30160 -1.23710 0.7 -1.0 0.1
C 23.06627 -3.51429 -0.27641 -0.6 1.0 0.3
O 24.32430 -2.07778 -1.73786 0.9 0.5 -0.3
H 21.02006 -2.17814 -2.17934 0.0 -0.1 0.6
H 22.00040 -3.52259 -2.67083 0.2 0.0 -0.3
H 22.30497 -1.83644 -3.20986 0.4 -0.2 -0.1
H 22.81555 -1.37199 -0.70773 -0.2 -0.2 0.3
H 23.11782 -4.52481 -0.68172 -0.2 0.2 -0.8
H 22.12612 -3.41186 0.26556 0.1 -0.5 0.6
H 23.93722 -3.45559 0.37636 -0.2 0.4 0.3
H 24.66329 -2.86494 -2.17037 -0.1 -0.2 -0.1
C 20.21115 -5.36956 5.09031 0.2 -0.5 -0.1
C 20.38294 -4.65037 3.73096 -1.4 1.1 0.5
C 20.18800 -5.48581 2.47909 0.3 -1.1 1.3
O 19.38154 -3.59940 3.68138 0.0 -0.3 -1.0
H 20.21892 -4.70275 5.95252 0.3 0.4 -0.3
H 20.98082 -6.11743 5.28109 0.2 0.0 -0.2
H 19.26353 -5.89139 5.22372 -0.2 -0.1 -0.6
H 21.35074 -4.15147 3.68034 0.3 -0.1 0.2
H 19.21552 -5.97771 2.49999 -0.3 0.4 -0.2
H 20.86289 -6.32459 2.64959 0.4 -0.1 -0.6
H 20.39420 -4.99561 1.52763 -0.1 0.1 0.2
H 19.25643 -3.19297 4.54206 0.3 0.3 0.6
C 22.98296 -1.26982 2.63587 0.6 0.6 1.1
C 23.20889 -0.21816 3.76639 -1.0 -0.7 -0.1
C 21.89628 0.41519 4.20569 0.0 0.0 -0.9
O 23.73110 -0.82224 4.92501 0.4 -0.5 0.4
H 23.93430 -1.77779 2.47768 0.2 0.3 -0.6
H 22.61689 -0.72696 1.76444 0.1 -0.4 -0.2
H 22.33823 -2.09381 2.94162 -0.5 0.4 0.1
H 23.93490 0.51565 3.41636 -0.1 0.3 -0.2
H 21.15207 -0.36584 4.36137 0.1 -0.1 0.2
H 21.52751 1.00044 3.36332 -0.2 0.3 0.1
H 21.96729 1.03955 5.09633 0.2 0.0 -0.1
H 24.57266 -1.20336 4.66402 0.2 -0.2 0.3
C 18.08872 -4.16375 -1.11889 1.4 1.0 -1.0
C 17.09205 -5.26333 -1.13125 1.0 0.7 0.4
C 17.42184 -6.33104 -0.18011 1.2 -1.6 0.2
O 15.91434 -4.67194 -0.66840 -2.2 0.1 -0.9
H 18.30141 -3.85280 -0.09606 0.0 0.1 -0.1
H 17.72158 -3.32352 -1.70823 -0.4 0.2 0.4
H 19.02194 -4.35968 -1.64691 0.3 -0.6 0.3
H 17.05762 -5.69379 -2.13206 -0.9 0.2 -0.1
H 16.57941 -7.02266 -0.18831 0.2 -0.2 0.6
H 17.73406 -5.96742 0.79887 -0.7 0.2 0.2
H 18.33157 -6.83838 -0.50118 0.0 -0.5 -0.3
H 16.07154 -4.42426 0.24568 0.2 0.2 0.3
C 10.26496 -6.21566 6.02703 1.6 0.0 -0.4
C 10.95810 -4.87999 6.37248 -0.9 0.6 -1.7
C 11.28521 -3.91041 5.21997 0.9 -1.2 -0.2
O 10.03383 -4.11859 7.05790 -1.2 0.8 2.8
H 9.26220 -6.13080 5.60824 0.0 0.3 0.1
H 10.26835 -6.84652 6.91591 -0.3 0.0 0.0
H 10.88044 -6.71974 5.28193 0.0 -0.3 -0.1
H 11.84376 -5.05838 6.98230 -0.1 0.0 0.2
H 12.01121 -4.40165 4.57212 0.0 0.3 -0.6
H 11.69480 -2.96358 5.57188 0.2 -0.2 0.3
H 10.36972 -3.61302 4.70855 0.0 -0.4 -0.4
H 9.25499 -4.05379 6.50039 -0.1 0.1 0.1
C 17.97436 -1.12894 7.73610 -0.8 -0.3 0.5
C 18.21630 -1.26897 6.21378 -0.1 1.4 1.3
C 18.54462 0.06393 5.51695 0.4 -0.1 0.4
O 19.22541 -2.26065 6.10094 0.0 -0.2 -0.7
H 18.74413 -0.70272 8.37944 0.7 0.1 -0.6
H 17.81247 -2.13693 8.11800 0.1 -0.2 0.0
H 17.08783 -0.59851 8.08368 -0.3 0.3 -0.7
H 17.29643 -1.64359 5.76477 0.1 -0.4 -0.1
H 17.73934 0.76712 5.72947 -0.2 -0.1 -0.4
H 18.77911 -0.01871 4.45569 -0.6 -0.2 -0.1
H 19.43804 0.55187 5.90659 0.2 -0.2 0.5
H 20.05967 -1.83925 6.32013 0.3 0.0 0.0
C 14.07393 -7.62334 -1.84704 0.8 0.2 -0.6
C 13.72925 -7.65236 -3.34342 -1.1 -0.5 -1.0
C 12.17832 -7.88976 -3.41432 0.3 0.8 -1.1
C 11.69062 -7.85870 -4.87723 0.3 0.0 -0.6
C 11.99986 -6.51574 -5.62242 -0.2 -0.3 2.8
C 13.48049 -5.99017 -5.34751 -0.8 -0.5 -1.1
N 13.95865 -6.30340 -3.96730 -2.1 -1.3 0.2
O 15.27945 -5.90770 -3.73981 0.4 0.2 -0.4
C 14.31104 -6.53396 -6.52833 1.2 0.1 0.2
C 13.45402 -4.48550 -5.45098 0.3 1.6 0.5
C 14.52242 -8.82956 -4.05894 -0.6 0.7 1.5
H 13.80184 -6.69589 -1.34315 0.0 0.2 -0.2
H 15.15754 -7.73930 -1.82591 0.1 0.0 0.7
H 13.58180 -8.41404 -1.28074 0.1 -0.3 -0.3
H 11.76894 -8.74635 -2.87883 0.7 -0.6 -0.2
H 11.70595 -7.09684 -2.83446 0.1 0.6 -0.2
H 10.63122 -8.11007 -4.92818 -0.2 0.4 0.0
H 12.14310 -8.66203 -5.45863 0.3 -0.3 0.2
H 11.28887 -5.82617 -5.16735 0.1 0.5 0.1
H 11.71490 -6.53147 -6.67439 0.5 -0.2 0.0
H 15.06292 -5.80895 -6.84000 0.2 0.1 0.2
H 14.87930 -7.41549 -6.23153 -0.2 -0.2 -0.3
H 13.72660 -6.68933 -7.43518 -0.2 -0.3 0.2
H 12.75100 -4.06578 -6.17050 -0.2 -0.4 -0.1
H 13.25435 -4.02496 -4.48344 -0.6 -0.2 0.2
H 14.40566 -4.00540 -5.67895 0.4 -0.5 -0.3
H 14.21481 -9.01308 -5.08840 0.0 -0.1 0.3
H 14.32342 -9.67767 -3.40380 -0.2 -0.5 -0.4
H 15.60054 -8.69219 -3.97590 0.0 0.4 -0.3
H 15.13640 -5.36789 -2.95895 0.5 0.4 0.2
C 11.98306 -8.73373 2.63087 -0.1 -0.5 0.9
C 13.40502 -9.00541 3.19887 0.3 -0.2 -0.1
C 13.69452 -8.18969 4.48275 -0.6 -0.3 0.4
C 12.99159 -8.78440 5.72096 0.7 0.5 -1.4
C 13.45114 -10.20961 5.89232 -0.4 -0.9 0.7
C 13.23315 -11.20326 4.70673 -0.3 0.7 0.6
N 13.66996 -10.45514 3.48623 0.9 1.0 1.4
O 13.53003 -11.17876 2.32711 -0.8 -0.8 -0.8
C 14.18704 -12.48594 4.89286 -0.4 1.3 -1.3
C 11.70167 -11.53965 4.70028 -0.2 -0.1 -0.6
C 14.36950 -8.51066 2.08363 -0.5 -0.1 0.2
H 11.88969 -7.74085 2.19091 0.2 0.0 -0.1
H 11.23207 -8.79612 3.41841 -0.1 0.1 0.2
H 11.69637 -9.50777 1.91899 0.3 0.1 -0.2
H 14.75558 -8.15474 4.72978 0.3 -0.2 -0.4
H 13.40083 -7.14683 4.36320 -0.2 0.1 -0.3
H 11.91212 -8.69938 5.59597 -0.1 -0.2 0.1
H 13.27927 -8.19581 6.59211 -0.1 0.0 0.2
H 12.86859 -10.54406 6.75074 0.0 -0.7 0.1
H 14.48517 -10.26253 6.23301 0.2 0.2 -0.2
H 13.91659 -13.25534 5.61604 -0.5 0.3 0.0
H 14.28602 -12.91147 3.89425 -0.4 -0.5 0.0
H 15.22066 -12.20387 5.09323 0.0 0.5 0.3
H 11.05333 -10.67999 4.86981 0.4 0.5 0.3
H 11.30655 -11.86265 3.73714 0.5 -0.4 -0.2
H 11.36465 -12.26975 5.43613 0.5 -0.2 0.1
H 14.10113 -8.90901 1.10516 -0.2 -0.1 0.0
H 15.43062 -8.72839 2.20487 0.0 0.0 0.5
H 14.18346 -7.43689 2.06083 0.4 0.2 -0.2
H 14.44013 -11.35428 2.07711 0.6 -0.2 -0.3
C 15.58646 -14.12876 0.67532 0.5 -0.1 -0.5
C 17.00532 -13.61443 1.03283 0.3 -0.5 0.1
C 18.09558 -14.23680 0.07345 -1.4 0.1 -0.2
C 18.18822 -13.56907 -1.29882 0.2 0.6 1.5
C 18.31055 -12.05095 -1.08853 -0.4 -0.5 -1.6
C 17.30316 -11.32127 -0.18157 0.7 -0.3 -0.4
N 17.06448 -12.14861 0.99255 2.0 -0.9 -0.9
O 16.38582 -11.51134 1.98969 -1.4 0.5 0.4
C 18.03592 -10.03168 0.22177 -0.6 0.2 0.3
C 16.02074 -10.99985 -0.97747 0.0 0.1 1.0
C 17.38857 -14.14827 2.43244 0.3 0.6 0.5
H 15.23816 -13.52424 -0.16215 -0.4 -0.2 0.2
H 14.87398 -14.12345 1.50021 0.1 0.4 0.0
H 15.64111 -15.16002 0.32660 0.0 -0.1 0.0
H 19.04472 -14.24516 0.60934 0.1 0.2 -0.2
H 17.78098 -15.26326 -0.11494 0.2 -0.3 0.4
H 17.34087 -13.81300 -1.93959 -0.1 -0.1 0.1
H 19.10456 -13.91090 -1.78004 -0.1 -0.1 -0.3
H 18.08881 -11.68814 -2.09218 0.4 0.7 -0.1
H 19.34946 -11.80796 -0.86555 -0.1 0.1 0.3
H 17.38382 -9.35767 0.77726 -0.1 0.0 0.2
H 18.89585 -10.27384 0.84625 0.1 0.0 -0.1
H 18.34669 -9.46559 -0.65634 0.1 -0.2 -0.1
H 15.55659 -11.95521 -1.22232 -0.2 0.4 -0.6
H 15.34359 -10.44265 -0.33010 -0.2 -0.2 0.3
H 16.15951 -10.30785 -1.80813 0.3 -0.5 -0.3
H 16.94939 -13.58210 3.25381 -0.7 -0.2 -0.2
H 18.44011 -14.02051 2.68942 0.4 0.0 -0.6
H 17.18850 -15.21517 2.53144 -0.3 0.0 -0.1
H 17.08844 -11.29108 2.60565 0.2 0.0 0.6
C 9.19924 -1.72372 -1.80885 0.1 -0.6 -0.4
C 9.40958 -3.28909 -1.78123 -0.1 0.0 -0.4
C 10.74413 -3.69107 -2.48290 0.6 0.2 0.9
C 12.02808 -3.27265 -1.68079 -1.1 -0.9 -0.6
C 11.93617 -3.82948 -0.26479 0.4 0.5 -0.9
C 10.59960 -3.58764 0.47802 1.2 1.0 0.0
N 9.45732 -3.89533 -0.40099 1.3 -0.9 -1.7
O 8.22469 -3.80440 0.23691 -0.5 0.9 0.6
C 10.69576 -4.57123 1.63089 -0.8 0.0 0.5
C 10.60815 -2.13152 1.03991 0.4 -0.3 0.3
C 8.26219 -4.01321 -2.61883 0.1 0.9 1.9
H 8.87959 -1.43389 -2.80981 -0.3 -0.1 -0.1
H 10.10944 -1.13772 -1.68145 0.2 -0.3 0.3
H 8.46299 -1.35877 -1.09271 -0.1 -0.2 0.0
H 10.70880 -4.77831 -2.55180 0.2 -0.2 0.2
H 10.80547 -3.37772 -3.52508 -0.3 0.5 0.0
H 12.22559 -2.20150 -1.72256 -0.3 0.1 0.1
H 12.91316 -3.74837 -2.10319 0.0 0.0 -0.4
H 12.81986 -3.42528 0.22898 -0.4 0.4 0.8
H 12.21411 -4.88335 -0.27876 -0.6 -0.3 -0.3
H 10.87282 -5.58829 1.28113 -0.3 0.0 -0.1
H 11.51459 -4.32165 2.30568 0.1 0.2 -0.2
H 9.78311 -4.52123 2.22473 -0.1 -0.2 0.2
H 10.86767 -1.34395 0.33246 -0.4 -0.2 -0.4
H 9.69787 -1.87759 1.58307 -0.1 0.0 -0.2
H 11.43198 -2.04758 1.74868 0.0 -0.3 0.3
H 8.39623 -5.09493 -2.61639 0.5 0.1 -0.5
H 8.10374 -3.52845 -3.58216 0.4 -0.4 -0.1
H 7.32564 -3.90982 -2.07084 -0.1 0.3 0.0
H 7.98477 -4.70089 0.48255 0.1 -0.2 -0.1
C 15.30715 1.11488 -0.37454 0.2 0.7 0.3
C 15.84487 -0.29261 -0.67479 2.5 0.9 -0.7
C 16.46849 -0.29355 -2.13179 0.3 1.2 -0.1
C 17.93934 0.23474 -2.31558 -1.2 -0.7 0.8
C 18.90583 -0.36681 -1.29972 -1.2 -0.1 1.2
C 18.35507 -0.24865 0.20902 -0.5 0.9 -1.0
N 16.93190 -0.73740 0.28706 0.6 -0.6 -3.1
O 16.41141 -0.87460 1.54492 0.0 0.6 1.5
C 19.28995 -1.09936 1.07325 -0.9 -0.4 0.0
C 18.49301 1.21948 0.63341 0.1 -0.5 0.1
C 14.72433 -1.26814 -0.67523 -0.9 -1.0 0.2
H 14.44116 1.34722 -0.99437 -0.3 -0.3 0.2
H 15.97028 1.95766 -0.56966 0.5 -0.3 -0.4
H 15.10590 1.27594 0.68454 -0.5 -0.5 0.1
H 16.27857 -1.18531 -2.72911 0.3 -0.6 0.7
H 15.93644 0.44328 -2.73353 -0.6 0.2 0.2
H 17.89530 1.31863 -2.20904 0.2 0.1 0.0
H 18.16764 0.02032 -3.35962 0.5 0.0 0.1
H 19.86848 0.14430 -1.31311 0.1 0.0 0.0
H 19.07305 -1.42891 -1.47880 0.0 0.0 -0.2
H 20.34167 -0.95197 0.82774 0.0 0.1 -0.2
H 19.17150 -0.92222 2.14221 -0.1 0.1 0.0
H 19.01874 -2.13657 0.87641 0.3 -0.2 0.1
H 18.13405 1.36095 1.65284 0.0 0.0 0.1
H 19.56884 1.39265 0.60695 0.0 0.7 0.0
H 17.92972 1.89210 -0.01341 0.4 0.0 0.0
H 13.93750 -0.96204 -1.36465 0.1 0.2 -0.2
H 14.22401 -1.38828 0.28567 0.1 0.2 0.2
H 15.05587 -2.25979 -0.98315 0.1 -0.1 0.0
H 16.45828 -1.82508 1.67135 0.0 -0.5 0.3